[1]
Here is a molecular structure, C2H8N2O2 in a non-equilibrium geometry from OMol25. Energies are from ωB97M-V with the def2-TZVPD basis set.

Structure (XYZ):
```
14
Properties=species:S:1:pos:R:3
C -0.3125 -0.0975 -0.4252
C -1.0555 -0.8191 0.6561
N 0.9846 -0.3086 -0.7033
N -0.9929 0.7171 -1.2643
O 0.9983 1.7760 0.6547
O 1.4772 -1.4171 0.0370
H 1.2027 1.6319 1.5880
H 2.1472 -1.7830 -0.5598
H 1.4010 0.8202 0.0095
H -0.4050 1.2454 -1.8984
H -1.7349 1.2633 -0.8482
H -0.4456 -0.8680 1.5570
H -1.2633 -1.8401 0.3239
H -2.0012 -0.3205 0.8729
```

Computed properties:
E_LUMO = 0.872 eV
E_tot = -9276.497 eV
Total charge = 0
Multiplicity = 1
Relative energy (zero: lowest compared OMol25 entry of this formula, charge and spin) = 329.3 kJ/mol



[2]
Here is a molecular structure, C31H29BrIrN3O2 in a non-equilibrium geometry from OMol25. Energies are from ωB97M-V with the def2-TZVPD basis set.

Structure (XYZ):
```
67
Properties=species:S:1:pos:R:3
Ir 0.8001 0.1420 0.6087
O 1.5472 -1.7994 -0.1002
C 1.4885 -2.0198 -1.3863
C 1.0551 -3.2778 -1.8544
C 1.0228 -3.5597 -3.2013
C 1.4384 -2.6237 -4.1581
C 1.8970 -1.4029 -3.7286
C 1.9090 -1.0776 -2.3622
C 2.4669 0.1697 -1.9256
N 2.2177 0.6940 -0.7827
C 3.0378 1.7645 -0.2342
C 3.5945 1.1743 1.0522
N 2.4747 0.4503 1.6880
C 2.6835 -0.1252 2.8255
C 1.7530 -0.8100 3.6554
C 2.2435 -1.3364 4.8741
C 1.4122 -1.9542 5.7638
C 0.0443 -2.0517 5.4577
C -0.4672 -1.5572 4.2858
C 0.3754 -0.9378 3.3417
O -0.1809 -0.5061 2.2380
H 0.7643 -4.0142 -1.1164
H 0.6768 -4.5330 -3.5277
H 1.4205 -2.8695 -5.2101
H 2.2544 -0.6703 -4.4436
H 3.1928 0.6727 -2.5645
H 2.3999 2.6237 -0.0175
H 3.8272 2.0629 -0.9241
H 3.9715 1.9481 1.7206
H 4.3963 0.4676 0.8303
H 3.6973 -0.0442 3.2164
H 3.3002 -1.2349 5.0916
H 1.7946 -2.3574 6.6901
H -0.6241 -2.5293 6.1630
H -1.5199 -1.6326 4.0516
Br 0.5121 2.5807 2.6445
C -0.2934 3.5903 1.2747
C -0.6622 4.8570 1.6179
C -1.2626 5.7044 0.6707
C -1.4667 5.2415 -0.5891
C -1.0931 3.9259 -0.9635
C -1.3416 3.5222 -2.2925
C -1.0015 2.2711 -2.6950
C -0.4088 1.3835 -1.7816
C -0.1391 1.7097 -0.4774
C -0.4825 3.0323 -0.0233
H -0.4894 5.2056 2.6262
H -1.5511 6.7075 0.9523
H -1.9240 5.8717 -1.3412
H -1.8007 4.2274 -2.9732
H -1.1779 1.9416 -3.7110
H -0.1531 0.4042 -2.1584
C -4.2170 -1.3626 -0.2382
C -3.0255 -1.8881 -1.0505
C -3.1487 -1.4918 -2.5292
C -2.8780 -3.4068 -0.8990
C -1.8086 -1.2477 -0.5319
N -0.8657 -0.7485 -0.1300
H -5.1279 -1.8118 -0.6337
H -4.3020 -0.2790 -0.3166
H -4.1267 -1.6316 0.8138
H -4.0409 -1.9632 -2.9415
H -2.2823 -1.8311 -3.0989
H -3.2446 -0.4114 -2.6413
H -3.8163 -3.8757 -1.1952
H -2.6639 -3.6851 0.1327
H -2.0814 -3.7877 -1.5379
```

Computed properties:
E_LUMO (spin up / spin down) = -3.036 / -4.115 eV
E_tot = -114058.203 eV
Total charge = +1
Multiplicity = 2
Relative energy (zero: lowest compared OMol25 entry of this formula, charge and spin) = 110.4 kJ/mol



[3]
Here is C4H11N3O in the gas phase in a non-equilibrium geometry from OMol25. Energies are from ωB97M-V with the def2-TZVPD basis set.

Structure (XYZ):
```
19
Properties=species:S:1:pos:R:3
C 1.2879 -0.9866 0.8202
C 1.0683 1.6123 0.0771
C -1.8050 1.2450 -0.3637
N 0.3840 0.4035 0.5140
C -0.8740 0.1198 0.0538
N 1.8917 -1.6367 -0.2742
O -2.5410 -1.3313 -0.4764
N -1.1834 -1.1512 -0.1205
H -2.5656 -2.2649 -0.7401
H 1.1845 -2.1151 -0.8253
H 2.7640 -2.1046 -0.0577
H 0.6817 -1.6733 1.4107
H 2.0307 -0.5574 1.4905
H 2.0371 1.7070 0.5778
H 0.4997 2.5174 0.3163
H 1.2483 1.6066 -1.0056
H -2.8521 0.9413 -0.3378
H -1.7085 2.0954 0.3156
H -1.5484 1.5727 -1.3746
```

Computed properties:
E_LUMO = 0.980 eV
E_tot = -10841.764 eV
Total charge = 0
Multiplicity = 1
Structure (SMILES) = C/C(=N\O)N(C)CN
Relative energy (zero: lowest compared OMol25 entry of this formula, charge and spin) = 332.6 kJ/mol



[4]
Here is a gas-phase ion, C19H30N3O5 (charge +1) from OMol25. Energies are from ωB97M-V with the def2-TZVPD basis set.

Structure (XYZ):
```
57
Properties=species:S:1:pos:R:3
C 8.4137 0.5524 1.1312
C 7.5787 1.1499 0.0114
H 7.7828 2.2147 -0.1127
H 7.7629 0.6194 -0.9274
O 6.1740 1.0863 0.3098
C 5.5744 -0.0824 0.0695
O 6.0707 -1.0403 -0.4620
N 4.2700 -0.0817 0.5085
C 3.5546 1.0890 0.9397
H 4.2620 1.8968 1.1219
C 2.5462 1.5052 -0.1376
N 1.6466 0.3707 -0.4273
C 0.4750 0.6936 -1.2540
H 0.4464 0.0885 -2.1606
H 0.4615 1.7492 -1.5288
C -0.7340 0.3546 -0.3339
O -0.4500 -0.0129 0.7984
N -1.9413 0.5090 -0.8458
C -3.1261 0.0836 -0.1706
C -4.1609 0.9911 0.0049
C -5.3195 0.6010 0.6676
C -5.3961 -0.7126 1.1419
C -4.3717 -1.6118 0.9500
C -3.2092 -1.2375 0.2773
O -2.1417 -2.0372 0.0010
C -2.2001 -3.4156 0.3372
C -3.0544 -4.2236 -0.6328
H -2.6703 -4.1221 -1.6450
H -4.0871 -3.8850 -0.6222
H -3.0263 -5.2721 -0.3518
H -1.1593 -3.7471 0.2824
H -2.5446 -3.5424 1.3685
H -4.4867 -2.6123 1.3319
H -6.2900 -1.0093 1.6656
O -6.3874 1.3826 0.9274
C -6.4450 2.7099 0.4346
C -6.7992 2.7702 -1.0476
H -6.0446 2.2758 -1.6552
H -7.7517 2.2757 -1.2171
H -6.8820 3.8069 -1.3608
H -5.5062 3.2384 0.6408
H -7.2379 3.1786 1.0223
H -4.0308 1.9937 -0.3701
H -2.0519 0.8929 -1.7744
C 2.4126 -0.8084 -0.8851
H 1.7216 -1.6321 -1.0687
C 3.4220 -1.2028 0.1950
H 4.0586 -2.0145 -0.1635
H 2.8964 -1.5284 1.0993
H 2.9360 -0.5555 -1.8108
H 1.1227 0.0907 0.4907
H 1.9550 2.3516 0.2147
H 3.0720 1.7834 -1.0549
H 3.0242 0.8645 1.8729
H 8.1951 1.0473 2.0743
H 9.4668 0.6804 0.9009
H 8.2035 -0.5098 1.2289
```

Computed properties:
E_LUMO = -2.337 eV
E_tot = -34892.306 eV
Total charge = +1
Multiplicity = 1
Structure (SMILES) = CCOC(=O)N1CC[NH+](CC(=O)Nc2cc(OCC)ccc2OCC)CC1
Relative energy (zero: lowest compared OMol25 entry of this formula, charge and spin) = 3.9 kJ/mol



[5]
Here is a molecular structure, C27H31IrN7S3Se2 from OMol25. Energies are from ωB97M-V with the def2-TZVPD basis set.

Structure (XYZ):
```
71
Properties=species:S:1:pos:R:3
Ir 0.4977 0.3016 -1.6702
Se 1.7058 2.1713 -4.6075
Se 0.8645 0.0241 -4.1763
C 2.5642 -0.4946 -3.3630
C 3.6617 -1.0907 -3.9232
C 4.8096 -1.1529 -3.1285
C 4.7945 -0.6085 -1.8548
C 3.6230 -0.0486 -1.3613
N 2.5240 -0.0081 -2.1140
C 0.7226 3.0675 -3.2391
C 0.4661 4.4005 -3.5252
C -0.3237 5.1444 -2.6709
C -0.8944 4.4930 -1.5877
C -0.5916 3.1684 -1.3732
N 0.2640 2.4447 -2.1357
H 3.6450 -1.4726 -4.9350
H 5.7111 -1.6073 -3.5185
H 5.6809 -0.6154 -1.2362
H 3.5547 0.3795 -0.3710
H 0.8570 4.8364 -4.4356
H -0.5298 6.1864 -2.8762
H -1.5780 4.9935 -0.9167
H -1.0539 2.6503 -0.5511
C -2.9151 -1.1439 -3.4111
C -3.0347 0.0096 -2.4289
S -1.7973 0.3308 -1.1288
C -1.8801 -0.9768 0.1207
C -1.0935 -2.2422 -0.1671
S 0.2807 -2.0431 -1.3638
C -0.3013 -2.8297 -2.9278
C -1.5709 -3.6599 -2.8877
S -3.1542 -2.7764 -2.6634
H -2.0009 -1.0894 -3.9980
H -3.7257 -1.0148 -4.1313
H -3.9610 -0.0615 -1.8548
H -3.0697 0.9631 -2.9629
H -2.9295 -1.2066 0.3064
H -1.5013 -0.4820 1.0127
H -1.7367 -3.0054 -0.5860
H -0.6591 -2.6304 0.7516
H 0.5342 -3.4633 -3.2245
H -0.4184 -2.0520 -3.6711
H -1.5443 -4.4021 -2.0874
H -1.5984 -4.2229 -3.8212
C 1.9871 -1.5468 1.1980
C 1.3745 -0.1938 1.3345
N 0.9722 0.6624 0.3816
C 0.7909 1.8899 1.0141
C 1.0078 1.7462 2.3370
N 1.3782 0.4373 2.5267
C 1.3980 -0.2642 3.8242
N 0.0627 -0.6613 4.1664
N -0.6061 -1.4262 3.2651
N -1.8432 -1.4711 3.5767
C -2.0416 -0.7171 4.7126
C -3.2072 -0.4768 5.4506
C -3.0856 0.3397 6.5468
C -1.8437 0.9039 6.9146
C -0.6868 0.6677 6.2073
C -0.8186 -0.1606 5.0906
H 2.2182 -1.7898 0.1678
H 1.3605 -2.3168 1.6397
H 2.9378 -1.5436 1.7345
H 0.5919 2.8029 0.4958
H 0.9525 2.4576 3.1434
H 1.8000 0.3938 4.5885
H 2.0436 -1.1328 3.7300
H -4.1479 -0.9306 5.1718
H -3.9522 0.5508 7.1576
H -1.8007 1.5320 7.7942
H 0.2598 1.0834 6.5255
```

Computed properties:
E_LUMO = -9.205 eV
E_tot = -204946.485 eV
Total charge = +3
Multiplicity = 1
Relative energy (zero: lowest compared OMol25 entry of this formula, charge and spin) = 0.0 kJ/mol



The highest E_tot belongs to which entry? C2H8N2O2



Among the records above, which one has the lowest E_tot? C27H31IrN7S3Se2



Which value of total charge does entry 1 give? 0



Number 2 is which compound? C31H29BrIrN3O2